--- P ---
{
  "formula": "CHIOS2",
  "method": "ωB97M-V/def2-TZVPD",
  "spin_multiplicity": 1,
  "lumo_energy_ev": -1.7,
  "elements": ["C", "O", "S", "S", "I", "H"],
  "xyz": [[0.97, -1.62, -0.02], [2.59, -0.02, 0.59], [-0.57, -1.90, -0.25], [2.05, -0.11, -0.73], [3.93, -0.45, -2.34], [1.51, -1.73, 0.84]],
  "lowdin_charge": [-0.811, -0.624, 0.725, 0.398, 0.350, -0.039]
}

--- Q ---
{
  "formula": "CHIOS2",
  "method": "ωB97M-V/def2-TZVPD",
  "spin_multiplicity": 1,
  "lumo_energy_ev": -0.4,
  "elements": ["C", "O", "S", "S", "I", "H"],
  "xyz": [[0.43, -0.24, 0.26], [-1.84, 0.93, -0.52], [0.41, -0.83, -1.40], [-0.42, 1.01, -0.76], [2.21, 0.06, 1.32], [-0.79, -0.93, 1.10]],
  "lowdin_charge": [-1.511, -0.557, 0.507, 0.587, 0.756, 0.218]
}

It is Q that is the least stable of them.

--- P ---
{
  "formula": "C2H10NS2",
  "method": "ωB97M-V/def2-TZVPD",
  "spin_multiplicity": 1,
  "lumo_energy_ev": -3.5,
  "charge": 1,
  "elements": ["C", "N", "H", "H", "H", "H", "H", "H", "C", "S", "S", "H", "H", "H", "H"],
  "xyz": [[-1.11, -2.45, -1.08], [-1.98, -1.21, -1.11], [-0.79, -2.61, -0.06], [-0.22, -2.25, -1.68], [-1.68, -3.26, -1.48], [-2.56, -1.21, -0.27], [-1.49, -0.31, -1.10], [-2.65, -1.23, -1.88], [2.03, 0.27, 1.50], [1.22, 0.43, -0.12], [-0.56, 1.30, 0.41], [2.23, 1.28, 1.86], [1.34, -0.21, 2.18], [2.93, -0.31, 1.42], [-0.23, 2.60, 0.53]],
  "lowdin_charge": [-0.007, 0.127, 0.099, 0.094, 0.099, 0.162, 0.032, 0.169, -0.443, 0.383, 0.337, 0.038, 0.025, 0.037, -0.154]
}

--- Q ---
{
  "formula": "C2H10NS2",
  "method": "ωB97M-V/def2-TZVPD",
  "spin_multiplicity": 1,
  "lumo_energy_ev": -3.6,
  "charge": 1,
  "elements": ["C", "N", "H", "H", "H", "H", "H", "H", "C", "S", "S", "H", "H", "H", "H"],
  "xyz": [[-0.14, -1.29, 2.23], [-1.11, -1.21, 1.07], [0.11, -2.33, 2.39], [0.68, -0.62, 2.03], [-0.63, -0.97, 3.15], [-1.68, -0.39, 1.16], [-1.77, -1.98, 1.07], [-0.54, -1.25, 0.20], [0.34, 2.21, -2.17], [-0.05, 0.44, -2.28], [1.33, -0.24, -0.79], [0.19, 2.49, -1.14], [-0.39, 2.72, -2.80], [1.31, 2.58, -2.52], [2.37, -0.14, -1.58]],
  "lowdin_charge": [-0.020, 0.137, 0.107, 0.069, 0.105, 0.166, 0.164, 0.038, -0.484, 0.426, 0.369, 0.018, 0.038, 0.048, -0.181]
}

It is Q that is the least stable of them.

--- P ---
{
  "formula": "C5H14",
  "method": "ωB97M-V/def2-TZVPD",
  "s_squared": 0.750,
  "spin_multiplicity": 2,
  "lumo_energy_ev": [4.2, 4.1],
  "charge": -1,
  "elements": ["C", "C", "C", "H", "H", "H", "H", "H", "H", "H", "H", "C", "C", "H", "H", "H", "H", "H", "H"],
  "xyz": [[0.46, 1.20, 0.22], [-0.64, 2.12, -0.33], [0.50, 1.33, 1.75], [0.38, 0.20, -0.20], [1.44, 1.45, -0.26], [-0.34, 3.15, -0.42], [-0.52, 1.35, 2.13], [-1.56, 2.03, 0.28], [-1.03, 1.84, -1.31], [1.14, 0.53, 2.18], [1.00, 2.28, 1.92], [0.21, -2.43, -0.12], [-0.49, -2.11, -1.47], [0.92, -1.70, 0.31], [-0.46, -2.68, 0.69], [0.89, -3.32, -0.23], [-0.89, -1.10, -1.51], [0.18, -2.07, -2.34], [-1.24, -2.90, -1.63]],
  "lowdin_charge": [-0.367, -0.276, -0.182, 0.041, 0.089, 0.035, 0.046, 0.046, 0.019, 0.058, 0.051, -0.292, -0.402, 0.032, 0.022, 0.045, 0.004, 0.014, 0.019]
}

--- Q ---
{
  "formula": "C5H14",
  "method": "ωB97M-V/def2-TZVPD",
  "s_squared": 0.750,
  "spin_multiplicity": 2,
  "lumo_energy_ev": [4.2, 4.3],
  "charge": -1,
  "elements": ["C", "C", "C", "H", "H", "H", "H", "H", "H", "H", "H", "C", "C", "H", "H", "H", "H", "H", "H"],
  "xyz": [[1.77, 0.94, -1.01], [2.10, 0.27, 0.38], [0.58, 0.15, -1.53], [2.71, 0.85, -1.67], [1.57, 1.95, -1.01], [1.83, 0.76, 1.31], [1.92, -0.83, 0.45], [1.01, -0.84, -1.65], [3.26, 0.42, 0.38], [0.15, 0.44, -2.56], [-0.37, 0.03, -0.91], [-2.12, -1.24, 1.29], [-2.05, 0.23, 0.71], [-2.54, -1.78, 0.53], [-1.22, -1.61, 1.64], [-3.02, -1.26, 2.03], [-2.77, 0.35, -0.06], [-0.93, 0.24, 0.25], [-1.88, 0.93, 1.43]],
  "lowdin_charge": [-0.397, -0.344, -0.248, 0.088, 0.037, -0.003, 0.027, 0.032, 0.028, 0.068, 0.026, -0.242, -0.233, -0.008, 0.010, 0.074, 0.036, 0.056, -0.008]
}

--- R ---
{
  "formula": "C5H14",
  "method": "ωB97M-V/def2-TZVPD",
  "s_squared": 0.750,
  "spin_multiplicity": 2,
  "lumo_energy_ev": [4.2, 4.4],
  "charge": -1,
  "elements": ["C", "C", "C", "H", "H", "H", "H", "H", "H", "H", "H", "C", "C", "H", "H", "H", "H", "H", "H"],
  "xyz": [[-0.16, -1.28, 0.36], [-1.25, -1.56, 1.40], [1.16, -1.94, 0.85], [-0.02, -0.23, 0.16], [-0.36, -1.80, -0.58], [-1.32, -0.78, 2.13], [-2.23, -1.68, 0.93], [1.08, -3.01, 0.76], [-1.00, -2.44, 2.00], [1.28, -1.73, 1.91], [2.02, -1.45, 0.37], [0.62, 1.91, -1.73], [-0.47, 2.51, -0.83], [0.51, 0.85, -1.95], [0.71, 2.48, -2.65], [1.60, 2.02, -1.26], [-1.28, 2.86, -1.48], [-0.04, 3.39, -0.34], [-0.86, 1.89, -0.03]],
  "lowdin_charge": [-0.348, -0.254, -0.249, 0.052, 0.077, 0.020, 0.036, 0.047, 0.047, 0.038, 0.032, -0.309, -0.360, 0.036, 0.034, 0.026, 0.029, 0.026, 0.021]
}

--- S ---
{
  "formula": "C5H14",
  "method": "ωB97M-V/def2-TZVPD",
  "s_squared": 0.750,
  "spin_multiplicity": 2,
  "lumo_energy_ev": [4.1, 4.1],
  "charge": -1,
  "elements": ["C", "C", "C", "H", "H", "H", "H", "H", "H", "H", "H", "C", "C", "H", "H", "H", "H", "H", "H"],
  "xyz": [[0.59, -1.18, -0.53], [1.74, -1.90, -1.43], [1.36, -0.92, 0.81], [0.28, -0.26, -1.02], [-0.12, -1.96, -0.39], [2.14, -2.86, -1.11], [2.32, -0.41, 0.77], [2.52, -1.10, -1.24], [1.34, -1.80, -2.47], [0.86, -0.23, 1.43], [1.72, -1.90, 1.43], [-2.35, 1.40, 0.16], [-1.29, 2.34, 0.74], [-3.30, 1.75, -0.09], [-2.01, 0.72, -0.68], [-2.58, 0.47, 0.82], [-1.29, 3.27, 0.14], [-1.66, 2.64, 1.64], [-0.30, 1.93, 1.00]],
  "lowdin_charge": [-0.329, -0.216, -0.367, 0.069, 0.053, 0.036, -0.004, 0.046, 0.045, -0.028, 0.075, -0.256, -0.311, 0.011, 0.047, 0.065, 0.053, -0.018, 0.029]
}

It is Q that is the least stable of them.

--- P ---
{
  "formula": "C2H2N2OS",
  "method": "ωB97M-V/def2-TZVPD",
  "smiles": "N#CC(=S)NO",
  "spin_multiplicity": 1,
  "lumo_energy_ev": -0.7,
  "elements": ["C", "C", "H", "H", "N", "N", "O", "S"],
  "xyz": [[0.02, 0.01, 0.17], [0.38, 0.11, 1.56], [-0.21, 0.29, -2.06], [1.05, 1.77, -0.22], [0.51, 1.00, -0.58], [0.64, 0.21, 2.69], [0.30, 1.07, -1.91], [-0.86, -1.24, -0.48]],
  "lowdin_charge": [-0.803, -0.218, 0.001, 0.167, -0.062, 0.180, 0.023, 0.711]
}

--- Q ---
{
  "formula": "C2H2N2OS",
  "method": "ωB97M-V/def2-TZVPD",
  "spin_multiplicity": 1,
  "lumo_energy_ev": -1.4,
  "elements": ["C", "C", "N", "N", "O", "S", "H", "H"],
  "xyz": [[0.55, -0.95, 0.41], [0.41, 0.18, -0.56], [-0.21, -1.15, 1.36], [-0.69, 0.90, -0.23], [1.15, 0.41, -1.49], [-1.66, 0.54, 1.09], [1.39, -1.61, 0.21], [-0.94, 1.68, -0.81]],
  "lowdin_charge": [-0.215, -0.569, 0.045, -0.365, 0.071, 0.790, 0.134, 0.110]
}

It is P that is the least stable of them.

--- P ---
{
  "formula": "C2H5NO2S2",
  "method": "ωB97M-V/def2-TZVPD",
  "spin_multiplicity": 1,
  "lumo_energy_ev": [-1.3, -2.4],
  "elements": ["C", "C", "N", "O", "O", "S", "S", "H", "H", "H", "H", "H"],
  "xyz": [[0.96, -0.38, 0.27], [-0.40, -0.94, 0.24], [1.03, 0.99, -0.39], [-1.85, 0.82, -1.27], [-2.55, 0.35, 1.07], [2.20, 2.08, -0.13], [-1.45, 0.61, 0.16], [1.21, -0.28, 1.23], [1.61, -1.06, -0.26], [-0.57, -1.69, -0.66], [-0.75, -1.66, 1.06], [0.57, 1.17, -1.30]],
  "lowdin_charge": [-0.314, -0.256, -0.626, -0.396, -0.370, 0.622, 0.824, 0.067, 0.123, 0.142, 0.124, 0.061]
}

--- Q ---
{
  "formula": "C2H5NO2S2",
  "method": "ωB97M-V/def2-TZVPD",
  "spin_multiplicity": 1,
  "lumo_energy_ev": [-0.7, -0.7],
  "elements": ["C", "C", "N", "O", "O", "S", "S", "H", "H", "H", "H", "H"],
  "xyz": [[-2.49, 0.24, 0.24], [2.75, -0.77, 0.41], [-3.16, 0.37, -0.84], [-2.47, -0.34, 1.25], [2.36, 0.38, -0.39], [-0.42, 1.21, -0.32], [1.47, 1.57, 0.26], [2.05, -0.60, 1.23], [3.76, -0.85, 0.79], [2.59, -1.64, -0.14], [-3.89, -0.31, -0.95], [-2.53, 0.73, -1.54]],
  "lowdin_charge": [-0.588, -0.123, 0.157, 0.118, -0.670, 0.262, 0.456, 0.052, 0.075, 0.060, 0.143, 0.058]
}

--- R ---
{
  "formula": "C2H5NO2S2",
  "method": "ωB97M-V/def2-TZVPD",
  "spin_multiplicity": 1,
  "lumo_energy_ev": 0.5,
  "elements": ["C", "C", "N", "O", "O", "S", "S", "H", "H", "H", "H", "H"],
  "xyz": [[1.95, -2.21, 0.65], [1.05, 0.35, 0.41], [1.06, 1.18, 1.45], [2.33, -1.58, 1.55], [1.68, -2.94, -0.18], [-2.06, -0.55, -1.92], [2.03, 1.10, -0.85], [1.62, 2.15, 1.35], [-1.51, 0.46, -2.42], [0.64, 1.01, 2.43], [-1.10, -1.25, -2.24], [1.87, 0.08, -1.81]],
  "lowdin_charge": [-0.494, -0.590, -0.115, 0.154, 0.212, 0.578, 0.682, 0.120, -0.274, 0.140, -0.310, -0.102]
}

It is P that is the least stable of them.

--- P ---
{
  "formula": "C2H7NO",
  "method": "ωB97M-V/def2-TZVPD",
  "smiles": "C=CO.N",
  "spin_multiplicity": 1,
  "lumo_energy_ev": 0.8,
  "elements": ["N", "H", "H", "H", "C", "C", "O", "H", "H", "H", "H"],
  "xyz": [[1.30, -0.54, -1.74], [1.59, -1.40, -1.28], [2.04, -0.27, -2.37], [0.48, -0.82, -2.27], [-0.64, 0.71, 2.03], [-1.08, 0.13, 0.92], [-1.03, 0.78, -0.30], [-0.46, 0.12, 2.92], [-0.24, 1.71, 1.96], [-1.66, -0.79, 0.92], [-0.30, 0.36, -0.78]],
  "lowdin_charge": [0.024, 0.028, 0.024, 0.029, 0.012, -0.294, -0.065, 0.050, 0.061, 0.102, 0.029]
}

--- Q ---
{
  "formula": "C2H7NO",
  "method": "ωB97M-V/def2-TZVPD",
  "smiles": "NCCO",
  "spin_multiplicity": 1,
  "lumo_energy_ev": 0.9,
  "elements": ["C", "C", "H", "H", "H", "H", "H", "H", "H", "N", "O"],
  "xyz": [[0.16, 0.79, -0.08], [0.37, -0.62, -0.67], [0.65, 0.54, 1.86], [-0.95, 0.19, 1.57], [1.07, 1.43, -0.25], [-0.68, 1.26, -0.59], [1.28, -1.09, -0.28], [0.47, -0.54, -1.75], [-1.45, -1.31, -0.87], [-0.21, 0.86, 1.36], [-0.72, -1.52, -0.30]],
  "lowdin_charge": [-0.281, -0.252, 0.074, 0.056, 0.122, 0.099, 0.113, 0.106, 0.073, -0.024, -0.086]
}

--- R ---
{
  "formula": "C2H7NO",
  "method": "ωB97M-V/def2-TZVPD",
  "smiles": "CNCO",
  "spin_multiplicity": 1,
  "lumo_energy_ev": 0.9,
  "elements": ["O", "H", "C", "C", "N", "H", "H", "H", "H", "H", "H"],
  "xyz": [[-0.88, -0.45, 1.69], [-1.51, -0.03, 1.10], [-0.26, 0.60, -1.16], [0.36, -0.41, 0.97], [0.23, -0.62, -0.45], [0.49, 1.39, -1.03], [-0.05, 0.32, -2.21], [-1.16, 0.91, -0.63], [0.86, 0.53, 1.17], [0.84, -1.27, 1.47], [1.06, -0.97, -0.90]],
  "lowdin_charge": [-0.064, 0.053, -0.106, -0.319, -0.126, 0.068, 0.091, 0.075, 0.102, 0.129, 0.097]
}

--- S ---
{
  "formula": "C2H7NO",
  "method": "ωB97M-V/def2-TZVPD",
  "smiles": "C=CO.N",
  "spin_multiplicity": 1,
  "lumo_energy_ev": 0.7,
  "elements": ["N", "H", "H", "H", "C", "C", "O", "H", "H", "H", "H"],
  "xyz": [[1.13, 1.34, 1.32], [1.62, 0.57, 1.86], [1.75, 2.21, 1.52], [1.30, 0.98, 0.38], [-1.08, -1.19, -1.62], [-0.57, -0.63, -0.50], [-1.35, 0.00, 0.43], [-0.41, -1.29, -2.50], [-2.07, -1.64, -1.77], [0.43, -0.90, -0.12], [-0.75, 0.55, 0.99]],
  "lowdin_charge": [-0.023, 0.047, 0.074, -0.005, -0.008, -0.312, -0.036, 0.047, 0.057, 0.109, 0.050]
}

It is S that is the least stable of them.

--- P ---
{
  "formula": "C2H7NO",
  "method": "ωB97M-V/def2-TZVPD",
  "smiles": "C=CN.O",
  "spin_multiplicity": 1,
  "lumo_energy_ev": 0.9,
  "elements": ["C", "C", "N", "H", "H", "H", "H", "H", "H", "H", "O"],
  "xyz": [[-0.51, -0.61, -1.70], [-0.63, -0.52, -0.33], [-0.54, 0.65, 0.44], [-0.45, 0.30, -2.29], [-0.99, -1.42, -2.16], [-0.94, -1.37, 0.32], [-0.02, 1.43, -0.03], [-1.06, 0.77, 1.30], [1.15, 0.70, 1.78], [2.01, -0.09, 0.88], [1.99, 0.19, 1.77]],
  "lowdin_charge": [-0.028, -0.272, -0.014, 0.044, 0.012, 0.112, 0.118, 0.093, 0.016, -0.008, -0.075]
}

--- Q ---
{
  "formula": "C2H7NO",
  "method": "ωB97M-V/def2-TZVPD",
  "smiles": "NCCO",
  "spin_multiplicity": 1,
  "lumo_energy_ev": 0.9,
  "elements": ["C", "C", "H", "H", "H", "H", "H", "H", "H", "N", "O"],
  "xyz": [[0.66, 0.58, 0.29], [-0.82, 0.57, -0.20], [2.05, -0.42, -1.04], [1.35, -1.45, 0.11], [1.06, 1.52, -0.06], [0.73, 0.56, 1.36], [-0.80, 0.67, -1.26], [-1.24, 1.52, 0.14], [-1.58, -1.09, 0.90], [1.66, -0.47, -0.07], [-1.53, -0.61, -0.02]],
  "lowdin_charge": [-0.259, -0.303, 0.077, 0.068, 0.098, 0.091, 0.101, 0.110, 0.153, -0.036, -0.100]
}

It is P that is the least stable of them.

--- P ---
{
  "formula": "C2H7NO",
  "method": "ωB97M-V/def2-TZVPD",
  "spin_multiplicity": 1,
  "lumo_energy_ev": 0.3,
  "elements": ["C", "N", "H", "H", "H", "H", "C", "O", "H", "H", "H"],
  "xyz": [[1.83, -0.37, -1.10], [0.64, -0.70, -0.81], [2.00, 0.65, -1.47], [2.69, -0.95, -0.84], [0.45, -1.55, -0.29], [-0.35, 0.19, -0.63], [-1.45, 0.53, 1.10], [-1.45, 0.43, -0.31], [-0.48, 0.80, 1.55], [-2.06, 1.40, 1.36], [-1.82, -0.43, 1.44]],
  "lowdin_charge": [-0.004, 0.061, 0.090, 0.074, 0.108, 0.018, -0.240, -0.290, 0.061, 0.062, 0.060]
}

--- Q ---
{
  "formula": "C2H7NO",
  "method": "ωB97M-V/def2-TZVPD",
  "smiles": "CC=O.N",
  "spin_multiplicity": 1,
  "lumo_energy_ev": 1.1,
  "elements": ["N", "H", "H", "H", "O", "C", "C", "H", "H", "H", "H"],
  "xyz": [[-0.30, 2.10, 1.39], [-0.19, 1.25, 1.97], [-1.26, 2.20, 1.11], [-0.12, 2.88, 2.03], [-0.67, -0.97, 0.62], [-0.20, -0.65, -0.45], [0.66, -1.60, -1.26], [-0.59, 0.25, -1.00], [1.69, -1.26, -1.30], [0.35, -1.62, -2.29], [0.64, -2.59, -0.81]],
  "lowdin_charge": [-0.004, 0.012, 0.000, 0.011, 0.016, -0.320, -0.055, 0.118, 0.076, 0.067, 0.079]
}

It is P that is the least stable of them.